[1]
Formula: C24H58Br4N4
Source: the OMol25 dataset
Level of theory: ωB97M-V/def2-TZVPD

Values from the calculation:
LUMO energy = 0.0730 eV
frontier orbital gap = 7.07 eV
molecular weight = 722.372 g mol⁻¹
relative energy (zero: lowest compared OMol25 entry of this formula, charge and spin) = 14.49 kcal per mole
electronic energy = -311960.192 eV

Structure (ORCA input):
```
! RIJCOSX wB97M-V def2-TZVPD def2/J DEFGRID3
* xyz 0 1
N -1.073 -1.172 -0.150
H -1.119 -1.989 0.494
H -1.964 -0.660 -0.275
H -0.681 -1.298 -1.108
H -0.517 -0.388 0.252
C 1.439 -0.954 6.471
C 0.258 -0.330 5.758
C -0.708 -1.375 5.189
N -2.024 -0.852 4.742
C -1.871 0.165 3.663
C -2.870 -0.308 5.853
C -4.299 -0.335 5.310
C -4.293 -1.467 4.276
C -2.845 -2.005 4.203
H 1.195 -1.653 7.270
H 2.196 -0.216 6.732
H 1.996 -1.584 5.759
H 0.598 0.294 4.932
H -0.332 0.221 6.500
H -0.838 -2.172 5.921
H -0.275 -1.781 4.269
H -1.099 0.895 3.869
H -2.851 0.562 3.422
H -1.559 -0.415 2.796
H -2.491 0.661 6.163
H -2.718 -1.043 6.647
H -4.589 0.672 5.018
H -4.961 -0.583 6.141
H -4.578 -1.165 3.266
H -4.964 -2.270 4.571
H -2.514 -2.202 3.187
H -2.776 -2.838 4.897
C 3.950 1.102 -2.382
C 4.476 -0.088 -1.590
C 3.350 -1.069 -1.217
N 3.667 -1.759 0.057
C 4.668 -2.835 -0.228
C 4.082 -0.931 1.276
C 3.746 -1.816 2.467
C 2.524 -2.629 2.079
C 2.391 -2.429 0.605
H 3.364 0.811 -3.263
H 4.788 1.673 -2.788
H 3.308 1.797 -1.840
H 4.898 0.399 -0.706
H 5.274 -0.609 -2.121
H 3.190 -1.811 -1.988
H 2.520 -0.375 -1.098
H 5.564 -2.406 -0.667
H 4.228 -3.495 -0.971
H 4.812 -3.309 0.736
H 5.150 -0.719 1.285
H 3.502 -0.010 1.229
H 4.649 -2.368 2.752
H 3.589 -1.261 3.397
H 2.793 -3.660 2.322
H 1.638 -2.324 2.620
H 2.023 -3.204 -0.066
H 1.670 -1.627 0.421
C -2.625 4.354 -7.851
C -1.659 3.589 -6.889
C -2.486 2.910 -5.829
N -1.607 2.075 -4.904
C -0.730 1.079 -5.631
C -2.392 1.282 -3.842
C -1.754 1.694 -2.481
C -0.371 2.155 -2.883
C -0.687 2.984 -4.096
H -3.332 3.758 -8.415
H -1.977 4.960 -8.481
H -3.182 5.037 -7.202
H -0.832 4.195 -6.528
H -1.169 2.940 -7.620
H -3.205 2.132 -6.082
H -2.954 3.704 -5.245
H -0.148 1.538 -6.423
H -1.325 0.283 -6.075
H -0.012 0.532 -5.010
H -2.409 0.207 -3.992
H -3.409 1.670 -3.874
H -1.781 0.789 -1.883
H -2.402 2.452 -2.048
H 0.195 1.276 -3.188
H 0.147 2.709 -2.103
H 0.297 3.107 -4.556
H -1.145 3.946 -3.884
Br -0.756 -3.840 1.797
Br 0.820 1.158 1.250
Br -3.978 -0.005 0.667
Br 0.180 -2.135 -3.052
*
```


[2]
Formula: C5H4FN
Source: the OMol25 dataset
Level of theory: ωB97M-V/def2-TZVPD

Values from the calculation:
LUMO energy = -0.3311 eV
SMILES = C=C/C(F)=C\C#N
frontier orbital gap = 9.34 eV
molecular weight = 97.092 g mol⁻¹
relative energy (zero: lowest compared OMol25 entry of this formula, charge and spin) = 39.04 kcal per mole
electronic energy = -9455.491 eV

Structure (ORCA input):
```
! RIJCOSX wB97M-V def2-TZVPD def2/J DEFGRID3
* xyz 0 1
C -1.447 -0.585 0.594
C -0.365 0.009 1.122
C 0.834 0.578 0.463
F 1.560 1.202 1.385
C 1.128 0.549 -0.858
C 0.444 -0.207 -1.857
N 0.075 -0.937 -2.695
H -2.135 -1.063 1.243
H -1.736 -0.697 -0.448
H -0.381 0.051 2.199
H 2.023 1.100 -1.148
*
```


[3]
Formula: C3H5ClS
Source: the OMol25 dataset
Level of theory: ωB97M-V/def2-TZVPD

Values from the calculation:
LUMO energy = 0.5096 eV
frontier orbital gap = 8.41 eV
molecular weight = 108.593 g mol⁻¹
relative energy (zero: lowest compared OMol25 entry of this formula, charge and spin) = 69.06 kcal per mole
electronic energy = -26545.977 eV

Structure (ORCA input):
```
! RIJCOSX wB97M-V def2-TZVPD def2/J DEFGRID3
* xyz 0 1
C -1.095 1.297 0.516
C 0.471 -0.491 -0.305
C 1.070 -1.755 -0.547
H -1.636 2.093 -0.328
H -0.179 1.583 0.957
H -1.936 1.242 1.611
H 0.815 0.465 -0.643
H 0.899 -2.760 0.031
S -1.073 -0.321 -0.023
Cl 2.666 -1.354 -1.268
*
```


[4]
Formula: C7H7N
Source: the OMol25 dataset
Level of theory: ωB97M-V/def2-TZVPD

Values from the calculation:
LUMO energy = 0.4035 eV
frontier orbital gap = 6.80 eV
molecular weight = 105.140 g mol⁻¹
relative energy (zero: lowest compared OMol25 entry of this formula, charge and spin) = 76.24 kcal per mole
electronic energy = -8858.318 eV

Structure (ORCA input):
```
! RIJCOSX wB97M-V def2-TZVPD def2/J DEFGRID3
* xyz 0 1
C 1.485 -1.040 -0.317
C 1.411 -1.289 1.018
C 0.254 -0.655 1.596
C -1.364 0.907 0.521
C -1.632 1.087 -0.890
C -0.524 0.606 -1.595
C 0.534 0.107 -0.640
H 2.325 -1.235 -1.011
H 1.863 -2.128 1.535
H -0.398 -0.781 2.581
H -2.128 0.723 1.367
H -2.428 1.580 -1.488
H -0.507 0.944 -2.730
H 1.277 0.897 -0.669
N -0.168 0.275 0.723
*
```


[5]
Formula: C2H7N2O
Source: the OMol25 dataset
Level of theory: ωB97M-V/def2-TZVPD

Values from the calculation:
LUMO energy = 4.2319 eV
frontier orbital gap = 5.31 eV
molecular weight = 75.091 g mol⁻¹
relative energy (zero: lowest compared OMol25 entry of this formula, charge and spin) = 127.25 kcal per mole
electronic energy = -7209.862 eV

Structure (ORCA input):
```
! RIJCOSX wB97M-V def2-TZVPD def2/J DEFGRID3
* xyz -1 1
C 0.005 1.295 -0.274
C 0.807 -1.026 -0.300
N -1.387 -0.660 0.105
N -0.272 -0.126 -0.342
O -2.287 0.188 0.302
H -0.014 1.782 -1.222
H -0.963 1.568 0.391
H 1.051 1.615 0.060
H 1.456 -0.944 -1.097
H 1.338 -0.871 0.597
H 0.334 -1.893 -0.379
H -0.069 -0.929 2.157
*
```


[6]
Formula: C5H8O
Source: the OMol25 dataset
Level of theory: ωB97M-V/def2-TZVPD

Values from the calculation:
LUMO energy = 1.1128 eV
frontier orbital gap = 9.51 eV
molecular weight = 84.118 g mol⁻¹
relative energy (zero: lowest compared OMol25 entry of this formula, charge and spin) = 104.04 kcal per mole
electronic energy = -7357.744 eV

Structure (ORCA input):
```
! RIJCOSX wB97M-V def2-TZVPD def2/J DEFGRID3
* xyz 0 1
C -1.695 0.322 0.148
C -0.519 -0.527 -0.270
C 1.061 -0.010 -0.955
C 1.297 0.695 0.297
C 0.745 -0.702 0.598
O 1.520 -1.244 -0.536
H -1.404 1.300 0.547
H -2.373 0.491 -0.697
H -2.277 -0.190 0.928
H -0.825 -1.473 -0.731
H 0.571 0.211 -1.933
H 0.729 1.578 0.582
H 2.362 0.814 0.487
H 0.808 -1.266 1.535
*
```


Number 5 is which compound? C2H7N2O